10
Properties=species:S:1:pos:R:3:forces:R:3:mulliken_charge:R:1 method="wB97M-V/def2-TZVPD" homo_ev=-7.962 charge=0 e_tot_ev=-6725.8407 de_lowest_kcal_mol=86.1 gap_ev=8.64 lumo_ev=0.68
C 0.49967 -0.54133 -1.99308 2.6 -0.4 -4.8 -0.412
H 0.15051 -0.11168 2.17731 -1.4 -0.7 -0.5 0.255
H -1.76067 -0.17585 1.63817 2.4 -0.1 0.1 0.241
C -0.64219 0.07640 1.38833 -1.6 0.1 1.0 -0.246
C -0.24453 -0.77339 0.22349 -1.1 -0.1 4.8 -0.189
N 0.30063 -0.53995 -0.78761 0.4 0.5 0.4 0.106
O -0.70317 1.51453 1.35793 1.7 0.0 -1.0 -0.509
H 0.25199 1.76676 1.30618 -1.3 0.3 0.0 0.303
H -0.30609 -0.90370 -2.59477 -0.4 0.4 -0.6 0.243
H 1.53547 -0.57600 -2.44210 -1.2 0.2 0.8 0.208



8
Properties=species:S:1:pos:R:3:forces:R:3:mulliken_charge:R:1 method="wB97M-V/def2-TZVPD" homo_ev="-9.658 / -10.809" charge=0 e_tot_ev=-16015.0367 de_lowest_kcal_mol=99.8 gap_ev="7.79 / 8.57" lumo_ev="-1.87 / -2.24"
H 1.50707 -0.92147 1.23698 0.7 0.4 0.2 0.031
C 1.07441 0.27071 -1.52543 -0.1 -0.8 2.4 0.205
H -1.17245 -2.19245 0.46999 1.7 1.2 -0.5 -0.003
O -1.50349 0.81952 -0.36554 0.3 -0.1 1.0 -0.488
Si 0.65255 -0.43987 0.18946 -2.3 -2.0 -1.8 0.210
N 1.22172 1.02849 -2.37050 0.2 0.3 -0.8 -0.278
N -0.79710 0.54853 0.60215 -0.5 1.3 -0.1 0.872
O -0.98271 0.88654 1.76288 -0.1 -0.2 -0.4 -0.547



118
Properties=species:S:1:pos:R:3:forces:R:3:mulliken_charge:R:1 method="wB97M-V/def2-TZVPD" homo_ev=-3.165 charge=-1 e_tot_ev=-116996.6446 gap_ev=2.56 lumo_ev=-0.61
C 3.26767 2.56788 -2.91266 0.0 0.0 0.1 2.409
O 1.00336 1.28562 -1.55778 0.7 0.4 -0.9 -0.028
H -3.70177 -3.51391 1.08392 0.0 0.0 0.0 0.270
H -5.93597 -1.21190 -0.88725 0.0 0.0 0.0 0.414
H 0.35824 -1.59752 -6.98169 0.0 0.0 0.0 0.235
H -0.73657 -6.09109 -5.84677 0.0 0.0 0.0 0.523
H 0.53880 -1.76972 -4.80627 0.0 0.0 0.0 1.164
O -2.00097 -0.94367 -0.58296 -0.4 -0.3 -0.1 -0.210
H -1.27329 -0.93989 3.80871 -0.1 0.0 0.0 0.343
H 3.18525 1.90271 -0.83740 0.0 0.1 0.1 -0.101
C -3.00122 -2.89432 -1.53555 -0.5 -0.5 -0.1 -0.947
C 1.57843 3.48676 2.84842 0.6 0.1 -0.3 -1.103
C -1.54330 -4.16765 -3.08300 0.5 0.2 -0.2 0.077
C -2.75112 -3.96611 -2.35120 -0.2 0.3 0.4 -0.342
H -1.50184 -2.25523 1.69836 0.0 -0.1 0.1 -0.111
C 2.94469 -2.33784 -6.36440 0.0 0.1 0.0 -1.296
C 2.12282 -2.08340 -0.53045 -0.1 0.1 0.2 -0.714
H -1.34037 0.05968 2.34241 -0.1 0.0 0.1 -0.143
C 2.39392 -0.91537 -6.55955 0.0 0.0 -0.1 1.983
O -1.57960 1.69361 -0.05694 0.2 0.0 0.0 -0.973
C 2.93108 -2.93207 -1.23259 0.0 -0.2 0.0 0.131
H 4.92910 3.81594 -3.44794 0.0 0.0 0.0 0.464
H 1.19311 4.12330 3.64884 0.0 0.0 0.0 0.112
N 0.32512 -1.52713 0.88395 -0.3 0.0 -0.3 1.731
H -2.16348 -7.35660 -4.32464 0.0 0.0 0.0 0.437
H -4.31733 -0.55269 -1.15299 -0.1 0.0 0.0 0.192
C 2.74327 -4.30498 -1.16900 -0.1 -0.1 -0.1 -0.534
F 3.94405 -2.44233 -1.96778 0.0 0.1 0.0 -0.400
C -1.96615 -1.90670 -1.39713 0.4 0.4 0.2 0.628
H 4.60464 1.33434 -1.71843 0.0 0.0 0.0 0.263
F -0.11317 -4.47406 1.05821 -0.1 0.0 0.0 -0.463
H 0.71432 0.03294 -7.55790 0.0 0.0 0.0 0.359
H 3.63659 4.51519 2.84400 0.2 0.1 0.0 -0.221
H 3.25534 -2.76550 -7.32079 0.0 0.0 0.0 0.473
C -4.34643 -2.70454 -0.83352 -0.1 0.1 0.1 2.479
C -2.42854 -6.44840 -3.78153 0.1 0.1 0.0 -2.408
H 2.18832 -2.99157 -5.92695 0.0 0.0 0.0 0.078
H 1.36551 -1.37475 -8.41467 0.0 0.0 0.0 0.466
C -0.61600 -3.16832 -3.07804 -0.1 -0.5 -0.3 -1.246
C -2.69329 2.32469 -0.09583 -0.9 -0.2 -0.1 -0.025
C 1.71166 -4.74944 -0.36377 0.3 0.1 -0.1 0.150
C -4.17463 -2.61048 0.69163 0.0 0.0 -0.1 -1.217
H 1.07625 2.51814 0.52262 0.2 0.1 0.1 0.028
C -0.82636 -2.00196 -2.30777 0.0 0.4 0.3 0.422
C 2.47289 1.37193 -3.43867 0.4 0.2 -0.3 -1.002
H 3.54436 1.22238 -5.23956 0.0 0.0 0.0 0.616
H -5.15235 -2.49784 1.16497 0.0 0.0 0.0 0.609
C 1.02739 -2.49076 0.27639 0.4 -0.3 0.0 0.802
Sc -0.18081 0.27688 -0.27823 -0.3 0.4 1.9 -0.667
H 3.01172 -0.56872 2.36193 0.0 0.0 0.0 -0.082
H -3.55914 -1.75512 0.95493 0.0 0.0 0.1 -0.196
H 0.84599 -5.51081 -3.23808 0.0 0.0 0.0 0.166
H 3.15991 0.66480 3.62200 0.0 0.0 0.0 0.218
C -0.94430 -5.16473 -5.30712 0.0 0.0 0.1 -1.490
C 1.10288 -0.93276 -4.42148 0.2 0.0 -0.3 -0.819
C 0.87804 -3.90123 0.33528 0.0 0.1 0.0 0.475
C 2.06085 -0.33360 -5.18551 -0.2 -0.4 0.0 -0.565
C 0.57717 2.43555 2.44745 0.0 0.1 0.5 0.487
H 0.32686 -3.28774 -3.59554 0.0 0.0 0.1 0.608
H -5.12124 -1.45936 -2.44195 0.0 0.0 0.0 0.309
H -4.91578 -4.80385 -0.75170 -0.1 0.0 0.0 0.422
N 0.96426 1.75912 1.19298 -0.3 -0.5 -0.6 0.770
H 1.93073 4.10711 -3.67188 0.0 0.0 0.0 0.338
H -5.51191 -3.95035 -2.19410 0.0 0.0 0.0 0.399
O -3.01265 3.25760 -0.79318 0.3 0.0 0.1 -0.657
C 1.12894 -0.96851 -7.42891 0.0 0.0 0.1 -1.614
H 3.80421 -2.32326 -5.69190 0.0 0.0 0.0 0.310
Cl -5.40657 2.05297 0.39544 -0.1 0.0 -0.1 -0.200
H 1.90876 1.40374 1.33781 0.0 0.1 0.0 -0.181
H 2.88614 4.60366 -2.26224 0.0 0.0 0.0 0.474
N 0.52959 0.00993 3.17748 -0.1 0.0 0.3 1.051
H -0.39343 2.90027 2.25556 -0.1 -0.1 -0.1 0.221
C 4.38215 2.97666 -3.87777 -0.1 -0.1 0.0 -2.531
H 1.13446 1.60255 4.36449 0.1 0.0 0.0 0.830
C -5.31087 -3.85577 -1.12444 0.1 0.0 0.0 -2.388
H 3.61846 -0.52598 -8.29119 0.0 0.0 0.0 0.459
C 3.92987 2.18261 -1.57561 -0.1 -0.1 -0.2 -1.172
C -0.04040 -6.14395 -3.18022 -0.1 0.0 0.0 -1.578
C -1.25487 -5.46620 -3.83377 0.0 -0.2 0.0 2.137
H 3.37321 -4.99105 -1.71409 0.0 0.0 0.0 0.530
H 1.45607 -0.56367 4.99621 -0.1 -0.1 0.0 0.486
H 3.67896 -1.00104 3.95168 0.0 0.0 0.0 0.490
F 1.50906 -6.07613 -0.25778 -0.1 -0.1 0.0 -0.471
C 0.79738 -0.42661 -3.13787 0.2 0.2 0.4 -0.629
C 2.93485 -0.38812 3.43624 -0.1 0.0 0.1 -0.904
H 1.50520 3.52282 -2.06045 0.0 0.1 0.1 0.127
N -0.08227 -0.90162 -2.25423 -0.2 -0.2 -0.6 0.486
H 3.98634 3.29316 -4.84650 0.0 0.0 0.0 0.433
H 5.09016 2.15847 -4.03232 0.0 0.0 0.0 0.409
C -4.97050 -1.39825 -1.36150 0.1 -0.1 0.0 -1.416
C -0.71824 -0.65672 2.89617 0.3 0.0 -0.2 -0.832
H 4.50202 3.02288 -1.18211 0.0 0.0 0.0 0.558
C 0.38546 1.39050 3.60328 -0.1 0.1 -0.4 -1.565
H 4.39411 -0.06818 -6.77606 0.0 0.0 0.0 0.394
H -3.63906 0.61873 0.92522 0.0 0.0 0.0 -1.283
H 3.09863 0.93963 -7.45461 0.1 0.0 0.0 0.437
H 0.18200 -7.09300 -3.67432 0.0 0.0 0.0 0.503
C 1.52860 -0.74342 3.91008 0.1 0.1 -0.1 -0.853
H -3.32496 -6.03213 -4.24652 0.0 0.0 0.0 0.421
C -0.51863 -1.89178 2.01840 0.0 0.2 -0.1 -0.968
H -0.07187 -4.51589 -5.40027 0.0 0.0 0.0 0.058
H -3.51194 -4.72760 -2.43150 0.0 0.0 0.0 0.727
H -6.25871 -3.66357 -0.62092 0.0 0.0 0.0 0.447
F 2.36871 -0.74639 -0.52835 0.1 -0.1 -0.2 -0.432
H 3.42349 2.98106 1.48007 0.1 -0.1 -0.2 -0.347
C 2.75231 0.78787 -4.64934 -0.1 0.2 0.4 0.203
C -3.74762 1.69826 0.88236 0.3 0.2 -0.1 2.218
C 1.41881 0.79923 -2.66195 -0.3 -0.2 0.1 1.405
H -1.79192 -4.67077 -5.78664 0.0 0.0 0.0 0.349
H -0.05048 -2.68488 2.60259 0.0 0.0 0.0 0.599
B 2.94535 3.66001 2.35626 -0.8 0.0 0.4 0.406
H 1.36325 -1.81055 3.75197 0.0 0.0 0.0 0.352
H -0.59821 1.56094 4.06583 0.0 -0.1 0.0 0.057
C 2.33612 3.77592 -2.71198 0.0 -0.2 -0.1 -1.551
H -0.23974 -6.34412 -2.12667 0.0 0.0 0.0 0.355
C 3.44144 -0.08655 -7.30857 0.0 0.0 0.1 -2.375
Cl -3.44124 2.31947 2.51830 0.1 0.0 0.1 -0.184
H -2.65616 -6.73322 -2.75269 -0.1 0.0 0.0 0.450



17
Properties=species:S:1:pos:R:3:forces:R:3:mulliken_charge:R:1 method="wB97M-V/def2-TZVPD" homo_ev=-0.964 charge=-2 e_tot_ev=-29407.1791 de_lowest_kcal_mol=0.0 gap_ev=6.75 smiles="O=C([O-])CC(=O)[C@@]1([O-])S[C@H]1C(=O)O" lumo_ev=5.78
C 1.16580 -0.28437 0.91672 4.3 -0.7 1.3 -0.772
O 1.82572 1.28764 -0.75413 -0.3 0.8 -0.5 -0.741
H 1.79583 -0.83529 1.78779 -1.9 1.4 -1.8 0.138
C -1.84718 -0.14561 -0.36850 -0.1 -2.1 -0.9 0.046
H -2.78770 -0.53472 -0.98531 2.0 1.6 1.1 0.254
O -2.69041 2.00151 0.15368 -0.9 0.0 0.2 -0.667
C -0.69356 -1.10000 -0.78772 -0.9 0.8 -2.0 0.351
O 3.51630 0.26858 0.33892 0.1 0.3 -0.1 -0.740
H 0.25602 1.54724 -0.45208 -0.3 0.5 -1.0 0.357
O 0.91672 -2.48112 0.10748 0.1 1.1 0.4 -0.712
H 0.72666 0.64169 1.18185 -1.5 0.2 1.1 0.562
O -0.65718 2.03878 -0.52245 2.2 -0.5 0.2 -0.495
O -0.76312 -1.80326 -1.80002 -0.4 0.6 0.7 -0.714
C -1.72021 1.36660 -0.19897 -1.5 -0.4 -0.2 0.530
C 0.45029 -1.33228 0.15761 0.7 -1.8 -0.1 0.482
S -1.82968 -1.13163 1.15802 -1.0 0.1 1.0 -0.537
C 2.33571 0.49625 0.06712 -0.6 -1.9 0.7 0.659



35
Properties=species:S:1:pos:R:3:forces:R:3:mulliken_charge:R:1 method="wB97M-V/def2-TZVPD" homo_ev=-10.306 charge=+1 e_tot_ev=-61926.9820 de_lowest_kcal_mol=158.9 gap_ev=3.43 lumo_ev=-6.88
H 0.18101 3.81622 0.11318 0.4 0.4 -0.2 0.237
C -0.57325 4.48286 -0.30488 -0.5 -0.7 1.1 -0.196
C 0.76623 -3.85913 -2.08148 3.7 -5.0 -1.0 0.155
S -2.59390 2.99156 -0.88309 -1.2 4.8 -1.1 0.957
C -1.66098 4.67279 0.78986 1.2 0.3 0.9 -0.289
H -2.70031 -4.10124 -2.58884 -0.3 0.5 0.0 0.446
O -0.30348 -0.41578 1.05264 6.6 0.8 12.2 -0.114
C -1.67703 -2.37514 -1.54910 4.3 -4.1 -2.4 0.803
C 0.88449 -2.63796 -1.48705 -2.5 4.2 1.3 -0.384
C -0.63781 -4.27502 -2.68304 1.4 -4.1 -4.7 0.267
H 3.22822 0.24957 3.58812 0.5 -0.2 -0.2 0.308
In -1.86899 -0.16750 0.21011 -6.4 -1.6 -4.3 1.511
C -0.22972 -1.76749 -1.23787 2.1 -6.3 -3.4 0.671
C -1.78085 -3.58481 -2.35587 -1.3 4.6 4.1 -0.696
O -2.74196 3.76413 0.55167 0.3 -1.6 -1.7 -0.308
O 1.87358 -4.55667 -2.08874 -4.8 1.7 -0.7 -0.615
H 3.46096 -1.96955 2.69077 -0.4 0.0 0.2 0.285
S 0.70228 -0.66277 2.08937 5.5 -3.7 3.7 0.956
H 3.94797 -1.35386 1.17046 -0.4 0.3 -0.4 0.339
H -1.26296 4.36002 1.75519 0.1 0.2 0.0 0.282
O -2.37071 1.53877 -0.68300 -0.6 3.0 -0.7 -0.354
O 1.91113 -1.52191 1.41112 -2.4 0.1 -1.7 -0.290
O 1.74038 0.62716 2.30719 -3.6 -0.5 -0.5 -0.329
O -1.18203 3.75649 -1.37227 -2.5 -1.8 0.1 -0.293
C 3.17592 -1.24118 1.93161 1.2 -0.1 0.9 -0.354
H 3.68770 0.88880 1.94075 0.1 0.0 0.3 0.264
O 0.46452 -1.52259 3.27603 -0.9 3.4 -2.5 -0.527
O -0.06782 -0.66231 -0.71299 -0.5 2.1 -6.0 -0.754
H 1.89409 -2.32880 -1.26006 -0.1 0.2 0.2 0.465
H -1.97148 5.71054 0.91141 -0.6 -0.2 -0.5 0.303
H -0.18762 5.43029 -0.68140 0.0 -0.3 -0.1 0.319
O -3.70901 3.46207 -1.70337 2.9 -2.3 1.6 -0.474
O -2.61119 -1.74121 -1.04415 -3.5 3.1 1.9 -0.759
O -0.87535 -5.18479 -3.58189 2.3 2.6 3.5 -0.563
C 3.08787 0.17833 2.50954 0.1 0.2 0.2 -0.268



For reference, M by record: 71.079, 102.125, 898.635, 204.159, 501.130 g/mol.